Below is a cluster of 20 separate species, C33H46Cl57NO6 in total, with properties calculated with ωB97M-V/def2-TZVPD.

Computed properties:
Largest force on an atom ... 0.6 eV/Å
DFT total energy ... -28022.053685 hartree
2S+1 ... 1

Atoms and positions in Å:
C (-0.18108, -4.97729, 2.07873)
O (0.94637, -4.27960, 2.56919)
C (1.48780, -3.29440, 1.71898)
C (0.89442, -1.90419, 1.93437)
C (-0.35792, -1.67566, 1.09826)
C (-0.92574, -0.27157, 1.23957)
N (-1.94738, 0.01111, 0.20472)
C (-1.68358, 1.20657, -0.59606)
C (-0.38648, 1.09233, -1.39786)
O (-0.67596, 0.73123, -2.75336)
C (-3.24609, -0.07478, 0.73397)
O (-3.79779, -1.11567, 0.94975)
O (-3.81535, 1.12939, 1.07447)
C (-4.83727, 1.63158, 0.18358)
C (-6.14264, 0.87326, 0.31219)
C (-6.85187, 1.15929, 1.64001)
C (-7.65944, 0.00169, 2.17883)
O (-8.87599, -0.10491, 1.41612)
C (-9.82064, -0.93613, 1.90332)
C (-10.73667, -1.44961, 0.82993)
O (-9.90876, -1.22723, 3.06521)
H (-0.04599, -6.04113, 2.28371)
H (-0.30348, -4.84280, 0.99955)
H (-1.09935, -4.64163, 2.57114)
H (1.34720, -3.56050, 0.66454)
H (2.56750, -3.27558, 1.88030)
H (0.67998, -1.80885, 3.00362)
H (1.64995, -1.15795, 1.66476)
H (-0.11069, -1.80811, 0.03754)
H (-1.14538, -2.39319, 1.34414)
H (-1.35562, -0.14327, 2.23546)
H (-0.13134, 0.47569, 1.15795)
H (-2.46828, 1.27626, -1.34854)
H (-1.69992, 2.12816, -0.00043)
H (0.14418, 2.04737, -1.38437)
H (0.27350, 0.34033, -0.95861)
H (-0.13744, -0.02678, -2.99369)
H (-4.48213, 1.61269, -0.84990)
H (-4.96629, 2.67588, 0.47161)
H (-5.97983, -0.19877, 0.18862)
H (-6.77072, 1.18675, -0.52823)
H (-6.10047, 1.38774, 2.40323)
H (-7.50096, 2.03441, 1.55179)
H (-7.89028, 0.13853, 3.23513)
H (-7.10368, -0.93474, 2.07364)
H (-10.62120, -0.92465, -0.11424)
H (-11.76497, -1.35305, 1.17900)
H (-10.54024, -2.51400, 0.69955)
C (-7.09577, 3.32261, 5.33440)
Cl (-7.94008, 4.26808, 4.10390)
Cl (-8.09206, 1.97696, 5.88599)
Cl (-5.54441, 2.75270, 4.73506)
H (-6.90736, 3.97341, 6.17858)
C (-1.00744, 3.65625, -4.14834)
Cl (-2.07401, 3.73479, -2.74759)
Cl (-1.68074, 4.57032, -5.49861)
Cl (0.59472, 4.25151, -3.71190)
H (-0.91481, 2.61729, -4.43862)
C (3.60727, -0.28957, -3.23692)
Cl (4.60593, 0.26107, -1.88198)
Cl (2.58932, -1.64977, -2.75805)
Cl (2.64444, 1.04293, -3.85648)
H (4.27531, -0.63230, -4.01690)
C (5.36924, -0.10907, 1.50182)
Cl (4.34378, 1.17293, 2.14590)
Cl (6.77567, -0.39511, 2.51564)
Cl (4.44065, -1.59741, 1.29441)
H (5.72058, 0.20454, 0.52740)
C (0.32373, -5.34755, -2.89522)
Cl (0.58797, -4.00401, -1.77551)
Cl (1.67173, -5.49716, -4.01467)
Cl (0.06043, -6.84761, -2.01077)
H (-0.57132, -5.12711, -3.46323)
C (2.30667, 5.00532, 0.09158)
Cl (0.67077, 4.96115, 0.75534)
Cl (2.57529, 3.61929, -0.96599)
Cl (2.58779, 6.50507, -0.78569)
H (3.00438, 4.94708, 0.91641)
C (-2.55696, -0.42473, 5.43816)
Cl (-3.38042, 0.03107, 6.93077)
Cl (-3.33807, 0.30347, 4.04088)
Cl (-0.84758, 0.01761, 5.50236)
H (-2.61680, -1.50048, 5.33716)
C (2.72257, -9.04840, -5.56872)
Cl (1.04089, -9.05586, -6.10933)
Cl (3.60152, -7.69190, -6.27617)
Cl (2.82197, -9.02291, -3.81143)
H (3.18467, -9.96303, -5.91508)
C (-3.24174, 5.98228, 6.24368)
Cl (-2.09884, 6.44110, 4.98347)
Cl (-4.90495, 6.17600, 5.67792)
Cl (-2.94536, 4.33657, 6.79904)
H (-3.09978, 6.64914, 7.08348)
C (-3.92848, 6.40572, -8.76273)
Cl (-4.39279, 8.09004, -8.99615)
Cl (-2.23267, 6.27721, -8.29434)
Cl (-4.96621, 5.62114, -7.57377)
H (-4.05267, 5.89159, -9.70635)
C (-1.29296, -6.19043, -7.76070)
Cl (-2.96568, -6.15373, -8.30984)
Cl (-0.36128, -4.87338, -8.46855)
Cl (-1.20314, -6.14365, -5.99845)
H (-0.85118, -7.12395, -8.08439)
C (1.68278, 9.90832, -3.01828)
Cl (0.59938, 11.02737, -2.19321)
Cl (3.12091, 9.59247, -2.04055)
Cl (0.85421, 8.41062, -3.43182)
H (2.00811, 10.37509, -3.93831)
C (5.68718, -3.26200, -1.54189)
Cl (6.61641, -2.69893, -2.93674)
Cl (4.56949, -4.53811, -2.00792)
Cl (6.75607, -3.78438, -0.24130)
H (5.10241, -2.42463, -1.18027)
C (-11.31365, -4.85371, -2.17091)
Cl (-10.13984, -5.07584, -3.46734)
Cl (-10.53961, -4.93407, -0.59089)
Cl (-12.18746, -3.33223, -2.36606)
H (-12.03270, -5.65990, -2.22978)
C (10.09794, -2.67566, 4.03988)
Cl (11.82283, -2.37109, 3.80640)
Cl (9.36790, -1.40412, 5.01886)
Cl (9.27450, -2.82346, 2.49224)
H (9.99600, -3.61168, 4.57261)
C (-11.09459, -7.05976, 3.15435)
Cl (-12.10842, -5.85015, 2.37277)
Cl (-11.90040, -8.62784, 3.20112)
Cl (-9.52844, -7.18052, 2.35045)
H (-10.92143, -6.74215, 4.17388)
C (14.17856, 0.73218, 3.21855)
Cl (15.73904, 0.39510, 2.47177)
Cl (14.37809, 1.34042, 4.85816)
Cl (13.23927, 1.86119, 2.23803)
H (13.62088, -0.19295, 3.26748)
C (11.85479, 4.74319, 0.43627)
Cl (10.57146, 4.48452, 1.61829)
Cl (11.29748, 4.37931, -1.19716)
Cl (12.51007, 6.36977, 0.54516)
H (12.66163, 4.06037, 0.67036)
C (16.70741, 5.72449, 1.13003)
Cl (17.67049, 6.26230, 2.50472)
Cl (15.53537, 4.50117, 1.63085)
Cl (15.92713, 7.09024, 0.33376)
H (17.37496, 5.26371, 0.41432)

Below is a structure of composition C33H46N6O2PRh at a distorted geometry, with properties calculated with ωB97M-V/def2-TZVPD.

Computed properties:
Largest force on an atom ... 3.4 eV/Å
DFT total energy ... -2215.527563 hartree
Net charge ... +2
2S+1 ... 5

Atoms and positions in Å:
Rh (0.30648, -0.28110, 1.43743)
C (2.90184, -0.81505, 5.01985)
C (3.15129, 0.50013, 5.38862)
C (2.62242, 1.54784, 4.65281)
C (1.82588, 1.29310, 3.53536)
C (1.58025, -0.04908, 3.15633)
C (2.12033, -1.08812, 3.90440)
C (1.20002, 2.35582, 2.74581)
C (1.50788, 3.72962, 2.88027)
C (0.87095, 4.65634, 2.10137)
C (-0.12456, 4.24953, 1.18781)
C (-0.86517, 5.13294, 0.37687)
C (-1.82445, 4.65439, -0.47478)
C (-2.07679, 3.27579, -0.56454)
C (-1.36968, 2.38700, 0.20145)
C (-0.38301, 2.85290, 1.09297)
N (0.29629, 1.96749, 1.85095)
H (3.31324, -1.62736, 5.59969)
H (3.75874, 0.71114, 6.25556)
H (2.81338, 2.56118, 4.96708)
H (1.94594, -2.12096, 3.62595)
H (2.25129, 4.04569, 3.59228)
H (1.12296, 5.70474, 2.18336)
H (-0.66789, 6.19003, 0.44003)
H (-2.40053, 5.33266, -1.08480)
H (-2.84569, 2.92767, -1.23617)
H (-1.54705, 1.31361, 0.16313)
O (1.43902, -1.13297, -0.32194)
P (1.34944, -0.73575, -1.75749)
N (0.01494, -1.40316, -2.49389)
C (-0.07313, -2.03390, -3.80643)
C (-1.34313, -2.88483, -3.73368)
C (-2.19191, -2.13029, -2.71156)
C (-1.14622, -1.73398, -1.67852)
N (2.71911, -1.19503, -2.57777)
C (3.56128, -2.33927, -2.24005)
C (4.48847, -2.49646, -3.44600)
C (4.59234, -1.07007, -3.98716)
C (3.17139, -0.54948, -3.80022)
N (1.16297, 0.90927, -1.87343)
C (0.46201, 1.68289, -2.89031)
C (1.34457, 2.91174, -3.09804)
C (1.92959, 3.14780, -1.70644)
C (2.14870, 1.73338, -1.17454)
H (0.81516, -2.62970, -4.02727)
H (-0.17485, -1.26300, -4.57803)
H (-1.11031, -3.88279, -3.36140)
H (-1.82912, -2.98255, -4.70096)
H (-2.99089, -2.73738, -2.29531)
H (-2.62586, -1.24043, -3.16813)
H (-0.91807, -2.57725, -1.01574)
H (-1.42538, -0.87618, -1.06042)
H (2.95504, -3.22821, -2.05426)
H (4.13050, -2.12489, -1.32884)
H (4.03437, -3.14771, -4.19456)
H (5.45712, -2.90692, -3.17027)
H (4.91516, -1.03217, -5.02527)
H (5.28942, -0.48864, -3.38313)
H (2.54344, -0.84793, -4.64731)
H (3.12188, 0.53507, -3.70309)
H (-0.52215, 1.98385, -2.50715)
H (0.32726, 1.09537, -3.79693)
H (0.78691, 3.76577, -3.47155)
H (2.14182, 2.68932, -3.80651)
H (1.20831, 3.67262, -1.08331)
H (2.84746, 3.72898, -1.73811)
H (1.99388, 1.65555, -0.09160)
H (3.16145, 1.37401, -1.38891)
C (-2.06989, -3.77951, 1.38727)
N (-3.07299, -2.85119, 1.85209)
C (-4.39454, -3.39796, 2.09353)
C (-5.41607, -2.27619, 2.18278)
C (-4.91032, -1.26753, 3.20247)
N (-3.60689, -0.78503, 2.78191)
C (-3.22055, 0.52981, 3.24191)
C (-2.74549, -1.56734, 2.10596)
O (-1.65815, -1.10667, 1.66835)
H (-2.29032, -4.11372, 0.37157)
H (-2.05316, -4.64941, 2.04532)
H (-1.09153, -3.29930, 1.41234)
H (-4.38974, -3.98122, 3.02186)
H (-4.63423, -4.07664, 1.27006)
H (-6.38594, -2.67008, 2.48025)
H (-5.52549, -1.78916, 1.21178)
H (-4.84169, -1.72873, 4.19513)
H (-5.58033, -0.40829, 3.27358)
H (-3.90546, 1.28681, 2.85466)
H (-2.20544, 0.75329, 2.90990)
H (-3.24813, 0.55545, 4.33377)

Below is a structure of composition C33H46OOsP2Si at a distorted geometry, with properties calculated with ωB97M-V/def2-TZVPD.

Computed properties:
Relative energy (zero: lowest compared OMol25 entry of this formula, charge and spin) ... 551.1 kJ/mol
Largest force on an atom ... 3.2 eV/Å
Net charge ... +2
2S+1 ... 5

Atoms and positions in Å:
P (-0.84025, 2.29437, -1.81354)
P (-0.20521, -1.75287, -0.17235)
C (-1.19789, -0.37297, -2.31580)
C (-1.37656, -1.67004, -1.61599)
H (-0.28578, -0.32098, -3.03344)
H (-2.03492, 0.11111, -2.80492)
H (-2.43523, -1.79392, -1.31732)
H (-1.16434, -2.55315, -2.24784)
C (1.42637, -2.19637, -0.85654)
H (1.64913, -3.09708, -0.26276)
H (2.10638, -1.34895, -0.65775)
H (1.41390, -2.46974, -1.91874)
C (-1.15140, -2.99520, 0.78301)
H (-1.12235, -3.95945, 0.25662)
H (-2.22081, -2.73903, 0.79835)
H (-0.89055, -3.23405, 1.81942)
C (0.18424, 3.49439, -2.68859)
H (0.25595, 4.53740, -2.30776)
H (-0.17446, 3.52135, -3.72654)
H (1.19480, 3.07802, -2.67468)
C (-2.63207, 2.65607, -1.87958)
H (-3.13035, 2.01533, -1.15417)
H (-3.00584, 2.40433, -2.86723)
H (-2.94051, 3.69786, -1.67384)
Os (0.32294, 0.42587, -1.41510)
C (-1.05577, -1.50881, -4.69298)
C (0.28563, -1.39800, -4.56279)
C (1.12837, -0.76963, -5.62829)
C (0.57965, 0.57224, -6.10949)
C (-0.06784, 1.34591, -4.99941)
C (-1.39762, 1.39552, -4.73236)
C (-2.37011, 0.54040, -5.49740)
C (-1.94792, -0.91778, -5.74076)
C (-0.50163, 2.13772, -0.04749)
H (-1.60410, -2.24347, -4.11521)
H (0.83757, -1.91050, -3.76064)
H (1.27512, -1.45480, -6.48498)
H (2.12995, -0.59884, -5.22793)
H (1.43367, 1.17809, -6.45915)
H (-0.06590, 0.42026, -6.98653)
H (0.63059, 2.02494, -4.54083)
H (-1.84250, 2.28992, -4.28271)
H (-2.58830, 0.99255, -6.47829)
H (-3.33833, 0.54147, -4.99186)
H (-2.86914, -1.53053, -5.73415)
H (-1.53298, -1.02231, -6.75284)
H (-1.24078, 1.59161, 0.56824)
H (-0.62920, 3.23539, 0.09656)
H (0.56052, 1.86179, 0.20759)
O (0.29305, -0.62801, 0.91495)
Si (0.73895, -0.30150, 2.55838)
C (2.17407, 0.82723, 3.16602)
C (2.94894, 1.59332, 2.28477)
C (3.99497, 2.40392, 2.75055)
C (4.26329, 2.51316, 4.11918)
C (3.46569, 1.81373, 5.02410)
C (2.44983, 0.97272, 4.54387)
C (-0.76903, 0.43960, 3.33877)
C (-0.72812, 1.49565, 4.26295)
C (-1.83987, 1.79641, 5.06275)
C (-3.03940, 1.09674, 4.87702)
C (-3.12276, 0.12068, 3.88242)
C (-1.99569, -0.19777, 3.11640)
C (1.17285, -1.83128, 3.59983)
C (2.51554, -2.18470, 3.84721)
C (2.85286, -3.16834, 4.79025)
C (1.84794, -3.83600, 5.50160)
C (0.51108, -3.49941, 5.27228)
C (0.18103, -2.50205, 4.33722)
H (2.76363, 1.51520, 1.21639)
H (4.62539, 2.94803, 2.04654)
H (5.06355, 3.16417, 4.47704)
H (3.65880, 1.90396, 6.09798)
H (1.90541, 0.39700, 5.30000)
H (0.17264, 2.08825, 4.38510)
H (-1.77805, 2.57280, 5.83078)
H (-3.90130, 1.31028, 5.51501)
H (-4.06157, -0.41013, 3.71258)
H (-2.08934, -0.97131, 2.35148)
H (3.31636, -1.68271, 3.29416)
H (3.90382, -3.41859, 4.96822)
H (2.10794, -4.57755, 6.25818)
H (-0.28386, -4.00800, 5.82364)
H (-0.87278, -2.26098, 4.17318)

Below is a structure of composition C33H48AsCl2MnN4O2SSi3, with properties calculated with ωB97M-V/def2-TZVPD.

Computed properties:
Relative energy (zero: lowest compared OMol25 entry of this formula, charge and spin) ... 20.4 kJ/mol
Largest force on an atom ... 0.8 eV/Å
Net charge ... +2
2S+1 ... 5

Atoms and positions in Å:
Mn (0.27151, 0.49819, 0.39542)
C (-2.10616, 0.52441, 5.57562)
C (-1.78102, 1.84723, 5.29641)
C (-1.53654, 2.24108, 3.99199)
C (-1.61215, 1.28434, 2.98568)
C (-1.90940, -0.04416, 3.25294)
C (-2.17651, -0.41973, 4.55836)
N (-1.29543, 1.61908, 1.63815)
N (-1.52755, 2.79934, 1.30131)
C (-1.04532, 3.10307, -0.01216)
C (-1.43561, 4.31037, -0.56294)
C (-0.88866, 4.67265, -1.78878)
C (0.03905, 3.83227, -2.38700)
C (0.37146, 2.63784, -1.76599)
N (-0.17437, 2.26449, -0.60577)
H (-2.29888, 0.22582, 6.59722)
H (-1.71981, 2.57027, 6.09808)
H (-1.27827, 3.26363, 3.75255)
H (-1.93149, -0.76399, 2.44802)
H (-2.42680, -1.44697, 4.78603)
H (-2.13081, 4.93873, -0.02667)
H (-1.16841, 5.60808, -2.25277)
H (0.50456, 4.08836, -3.32760)
H (1.09290, 1.94951, -2.18291)
Cl (0.83292, -3.02678, 3.77966)
C (1.47700, -1.43124, 3.77066)
C (2.23715, -1.01674, 4.88717)
C (2.75664, 0.24215, 4.95747)
Cl (3.67605, 0.72530, 6.33392)
C (2.53818, 1.16780, 3.90137)
C (3.00352, 2.49510, 3.87620)
C (2.70730, 3.30316, 2.80817)
C (1.93794, 2.78704, 1.75882)
N (1.49277, 1.54728, 1.75207)
C (1.78178, 0.72621, 2.79987)
C (1.24448, -0.58439, 2.70621)
O (0.53952, -0.90344, 1.61686)
H (2.39760, -1.71921, 5.69231)
H (3.59106, 2.86576, 4.70506)
H (3.05103, 4.32588, 2.76452)
H (1.68116, 3.40687, 0.90734)
C (1.08198, -1.93719, -3.45953)
Si (-0.55773, -1.04016, -3.39452)
C (-1.93002, -2.01051, -4.22202)
C (-0.40266, 0.61102, -4.27544)
As (-1.15994, -0.86968, -1.06454)
Si (-3.50952, -0.33820, -1.14185)
C (-3.63683, 1.09178, -2.34053)
C (-4.44507, -1.85607, -1.70432)
C (-4.15930, 0.16293, 0.53269)
Si (-0.85403, -3.17352, -0.39651)
C (-1.84552, -3.35746, 1.17019)
C (0.98684, -3.45225, -0.19385)
C (-1.50233, -4.34661, -1.70142)
H (1.52784, -1.80172, -4.44757)
H (0.97841, -3.00924, -3.28805)
H (1.76182, -1.53044, -2.71134)
H (-1.48704, -2.59749, -5.03058)
H (-2.66747, -1.34460, -4.67147)
H (-2.45416, -2.70756, -3.56921)
H (-0.65446, 0.42300, -5.32261)
H (0.61733, 0.99333, -4.25887)
H (-1.08203, 1.38288, -3.91757)
H (-3.36616, 0.80509, -3.35746)
H (-2.99756, 1.92654, -2.04126)
H (-4.66481, 1.45863, -2.36633)
H (-4.52681, -1.92923, -2.78797)
H (-5.45635, -1.78287, -1.29803)
H (-4.01858, -2.78524, -1.32706)
H (-3.61637, 0.96945, 1.02059)
H (-4.20420, -0.68586, 1.21747)
H (-5.18601, 0.50796, 0.38342)
H (-1.38805, -2.79165, 1.97617)
H (-1.86047, -4.40989, 1.46372)
H (-2.88291, -3.04088, 1.04629)
H (1.55793, -2.52715, -0.25153)
H (1.34910, -4.14192, -0.95797)
H (1.18265, -3.89025, 0.78461)
H (-2.58102, -4.31469, -1.84842)
H (-1.25765, -5.34597, -1.32834)
H (-1.01571, -4.24256, -2.67150)
O (2.08203, 0.15060, -0.79552)
S (3.54556, 0.26282, -0.34954)
C (4.35755, -1.18882, -1.09106)
C (5.19102, -0.71080, -2.28271)
C (4.53896, 0.57253, -2.79047)
C (4.30210, 1.39524, -1.53165)
H (3.51960, -1.82130, -1.38438)
H (4.92766, -1.70205, -0.31964)
H (5.25094, -1.48637, -3.04432)
H (6.20918, -0.49627, -1.95431)
H (3.58268, 0.35148, -3.27206)
H (5.16215, 1.10529, -3.50705)
H (3.63508, 2.25156, -1.62528)
H (5.23997, 1.72966, -1.08238)